1.
C5H9N4O | ωB97M-V with the def2-TZVPD basis set

Values from the calculation:
HOMO-LUMO gap: 0.330 Ha
Net charge: +1
ΔE to the lowest compared entry with this formula, charge and spin: 174.0 kJ/mol
SMILES: NC(N)=[NH+]c1occc1N
DFT total energy: -489.90483 Eh
LUMO level: -2.97 eV
Spin multiplicity: 1

```
19
C5H9N4O (ωB97M-V with the def2-TZVPD basis set)
N 2.07014 2.28927 -0.97759
C 1.23476 1.52139 -0.30768
N 0.22128 2.17950 0.42687
N 1.19908 0.20827 -0.25784
C -0.09336 -0.62996 0.38602
O -0.21045 -0.53206 1.68830
C -1.20092 -1.52656 1.93185
C -1.57874 -2.11028 0.77988
C -0.81947 -1.54249 -0.23375
N -0.96786 -1.77453 -1.58432
H 1.92566 3.22541 -0.60766
H 2.70166 2.09926 -1.77202
H 0.42462 3.14037 0.65090
H -0.46724 1.75114 1.05027
H 1.88315 -0.39462 -0.64919
H -1.63494 -1.56238 2.85355
H -2.14265 -2.97191 0.69757
H -0.78188 -0.97362 -2.12198
H -1.76285 -2.39620 -1.95317
```

=====

2.
C27H78O12 | ωB97M-V with the def2-TZVPD basis set

Values from the calculation:
HOMO-LUMO gap: 0.358 Ha
ΔE to the lowest compared entry with this formula, charge and spin: 213.2 kJ/mol
SMILES: CC(C)O.CC(C)O.CC(C)O.CC(C)O.CC(C)O.CC(C)O.CC(C)O.CC(C)O.CC(C)O.O.O.O
DFT total energy: -1978.24606 Eh
LUMO level: 0.20 eV
Spin multiplicity: 1

```
117
C27H78O12 (ωB97M-V with the def2-TZVPD basis set)
C 3.16854 4.31293 2.31305
C 1.85546 4.07526 3.03867
C 1.68748 4.85726 4.32487
O 0.75258 4.49529 2.26562
H 3.39600 5.36591 2.14671
H 3.46542 3.65420 1.49652
H 3.93824 3.98889 3.01618
H 1.69021 3.00374 3.15808
H 1.90332 5.91927 4.21183
H 2.45183 4.51317 5.02340
H 0.72854 4.56824 4.75366
H 0.92458 4.61485 1.32902
C 1.68128 5.16115 -5.63825
C 1.47488 4.64341 -4.11838
C 0.99225 3.21136 -4.15709
O 2.59947 4.59992 -3.30688
H 1.98513 6.20626 -5.56115
H 0.76213 5.13732 -6.22163
H 2.57817 4.67755 -6.02598
H 0.69074 5.28472 -3.71340
H 0.11091 3.21176 -4.79925
H 0.68867 2.95600 -3.14201
H 1.76215 2.63967 -4.67452
H 3.20391 5.22625 -3.71419
C 7.23307 2.27364 0.60980
C 6.11732 2.54461 -0.29194
C 6.46745 2.17468 -1.68714
O 5.14107 1.67258 0.06813
H 8.12330 2.75686 0.20382
H 7.60193 1.25050 0.68255
H 7.00237 2.66348 1.60138
H 5.79267 3.58436 -0.36167
H 7.20646 1.37335 -1.69654
H 6.92791 2.99366 -2.24206
H 5.54036 1.95675 -2.21741
H 4.32844 1.94612 -0.36961
C -4.20080 0.84214 -0.82366
C -4.18324 1.04270 -2.43458
C -3.35697 -0.01554 -3.12781
O -5.52794 0.92527 -2.75022
H -4.90913 1.51720 -0.34398
H -3.24012 1.05870 -0.35392
H -4.40294 -0.18899 -0.53450
H -3.69389 1.99935 -2.62040
H -3.59859 -1.07751 -3.10678
H -2.38342 0.19290 -2.68011
H -3.16261 0.26529 -4.16389
H -5.83932 1.61386 -3.34231
C 2.32047 0.06094 -2.97795
C 1.90469 -0.99624 -4.07789
C 0.44187 -1.54497 -3.99449
O 2.11794 -0.33579 -5.38368
H 2.96902 0.86500 -3.32336
H 2.81863 -0.56049 -2.23280
H 1.46321 0.47459 -2.44806
H 2.56212 -1.86156 -3.98982
H 0.31965 -2.38087 -4.68257
H -0.36042 -0.80693 -4.00698
H 0.24647 -1.95629 -3.00274
H 3.02341 -0.02768 -5.29552
C -6.07879 -1.56677 3.69626
C -5.53195 -0.87758 2.48709
C -4.00651 -0.81860 2.48303
O -5.95492 -1.51499 1.26604
H -5.92262 -1.06050 4.64928
H -5.61375 -2.55042 3.77125
H -7.16390 -1.60765 3.59881
H -5.86222 0.13979 2.70108
H -3.61130 -0.41891 1.54974
H -3.61874 -1.81988 2.66999
H -3.70978 -0.17383 3.31122
H -5.63360 -2.42251 1.28892
C -0.04423 -1.17863 0.23376
C -0.12843 0.28348 0.58916
C 1.20051 0.82223 1.28031
O -0.34801 1.05058 -0.54081
H -0.99208 -1.46758 -0.22038
H 0.05374 -1.85698 1.08153
H 0.75874 -1.40384 -0.46902
H -0.98569 0.39134 1.25439
H 2.03025 0.50071 0.64988
H 1.27027 0.45856 2.30557
H 1.25335 1.91062 1.26221
H 0.22349 0.71368 -1.23510
C -1.29134 -5.89995 5.13401
C -1.26691 -5.25229 3.73569
C -1.03533 -3.75617 3.75201
O -0.24669 -5.79754 2.93489
H -0.26037 -5.81501 5.48061
H -1.48718 -6.97193 5.12887
H -1.91345 -5.36012 5.84752
H -2.26038 -5.42106 3.31501
H -1.98715 -3.27269 3.97767
H -0.94304 -3.36192 2.73899
H -0.18451 -3.44654 4.35833
H 0.05559 -5.17265 2.26693
C -3.67076 -5.27048 0.07667
C -3.32129 -3.94094 0.64134
C -3.23508 -2.85034 -0.45538
O -4.37339 -3.80818 1.64535
H -3.77671 -6.08768 0.79091
H -2.88657 -5.55530 -0.62593
H -4.65137 -5.24238 -0.39898
H -2.37439 -3.96044 1.18181
H -4.18379 -2.61611 -0.93825
H -2.46979 -2.99719 -1.21715
H -2.91762 -1.95632 0.08170
H -4.45027 -4.57034 2.22364
O 2.95345 2.86604 -1.01707
H 2.87943 3.27285 -1.88331
H 2.34294 3.35863 -0.46701
O 0.82590 -4.54440 0.92375
H 1.38203 -3.77325 1.05017
H 1.19828 -4.98811 0.16059
O 2.83121 -2.30266 1.53864
H 3.50799 -1.63070 1.44346
H 2.32441 -2.02713 2.30408
```

=====

3.
C17H28MnNO2P2Se | ωB97M-V with the def2-TZVPD basis set

Values from the calculation:
HOMO-LUMO gap (spin up / spin down): 0.225 / 0.199 Ha
Net charge: +1
<S²>: 8.9268
DFT total energy: -5104.63623 Eh
LUMO level (spin up / spin down): -3.02 / -4.94 eV
Spin multiplicity: 6

```
52
C17H28MnNO2P2Se (ωB97M-V with the def2-TZVPD basis set)
Mn -0.15729 0.22083 0.15237
P 2.01120 -0.46437 0.28429
C 2.21934 -0.94587 -1.45744
C 1.07967 -1.21317 -2.22564
N -0.12112 -0.77880 -1.69805
C -1.29004 -1.10312 -2.27749
C -1.34965 -2.03844 -3.29092
C -0.15977 -2.45319 -3.91005
C 1.04749 -1.97594 -3.44513
C -2.54307 -0.61788 -1.64651
P -2.21927 0.92721 -0.61874
H 1.98780 -2.26107 -3.94295
H -2.33301 -2.40809 -3.53861
H -0.24643 -3.13011 -4.75814
H -3.33327 -0.36163 -2.35918
H -2.91880 -1.38497 -0.94836
H 3.39713 1.64886 -2.78019
H 3.19358 -1.04533 -1.94643
H 1.01026 3.13469 -2.03173
O 3.00397 2.45769 -3.12208
H 2.60709 2.26097 -3.97022
H 0.05902 1.63961 0.11400
O 0.43104 3.49783 -1.35808
H 1.02229 3.90529 -0.70479
C -2.49800 2.18051 -1.91299
H -3.57904 2.26240 -2.11871
H -2.07307 3.11244 -1.52608
H -1.97316 1.91955 -2.84442
C -3.62290 1.07023 0.51315
H -3.37250 1.87236 1.21950
H -4.52735 1.35034 -0.04049
H -3.80286 0.13738 1.05961
C 2.11685 -2.15339 1.00029
H 3.17062 -2.42806 0.96620
H 1.75638 -2.30075 2.02794
H 1.56222 -2.82182 0.33526
C 3.44647 0.52175 0.84948
H 3.30471 0.95966 1.84544
H 4.34054 -0.11680 0.90221
H 3.64949 1.33832 0.13636
Se 0.08602 1.90538 1.81348
C -0.15819 0.57352 3.20403
C -1.45449 0.31753 3.64217
C -1.65084 -0.69763 4.57406
C -0.58982 -1.43971 5.07712
C 0.71249 -1.12047 4.65655
C 0.93988 -0.11242 3.72707
H -2.27232 0.90143 3.23483
H -2.65775 -0.91676 4.90388
H -0.75960 -2.27389 5.77633
H 1.55237 -1.69562 5.05888
H 1.95564 0.14351 3.39892
```

=====

4.
C4H8ClF | ωB97M-V with the def2-TZVPD basis set

Values from the calculation:
HOMO-LUMO gap: 0.296 Ha
ΔE to the lowest compared entry with this formula, charge and spin: 147.4 kJ/mol
DFT total energy: -717.21816 Eh
LUMO level: -1.15 eV
Spin multiplicity: 1

```
14
C4H8ClF (ωB97M-V with the def2-TZVPD basis set)
C 1.12059 -1.54674 0.12018
C -1.30536 1.33653 -0.90928
C 0.49264 -0.16410 0.24801
C -0.63626 0.04223 -0.68267
F -1.37898 -1.01784 -0.93517
Cl 0.67681 0.09797 -3.04112
H 1.54414 -1.65209 -0.87484
H 0.37544 -2.32393 0.26907
H 1.90764 -1.67835 0.85976
H -2.09537 1.47673 -0.16394
H -0.59628 2.15488 -0.84037
H -1.77628 1.34394 -1.89001
H 0.09356 -0.03490 1.26571
H 1.23456 0.61842 0.08752
```

=====

5.
C4H9NO | ωB97M-V with the def2-TZVPD basis set

Values from the calculation:
HOMO-LUMO gap (spin up / spin down): 0.301 / 0.326 Ha
ΔE to the lowest compared entry with this formula, charge and spin: 414.3 kJ/mol
DFT total energy: -287.67466 Eh
LUMO level (spin up / spin down): -0.79 / -0.59 eV
Spin multiplicity: 1

```
15
C4H9NO (ωB97M-V with the def2-TZVPD basis set)
C 0.16529 1.36495 0.76920
C -0.25246 -0.91384 0.03459
C -1.74165 -0.72309 -0.17733
C 0.67605 0.44401 -0.20704
N 2.05456 0.00444 -0.06419
O 0.32270 1.20797 -1.22854
H 2.32959 -0.61510 -0.81984
H 2.72788 0.76168 -0.14000
H -0.89494 1.55851 0.85552
H 0.82112 1.86859 1.47377
H 0.16040 -1.51295 -0.78189
H -0.01264 -1.38050 0.99066
H -2.21291 -1.69042 -0.36290
H -2.23228 -0.29572 0.69825
H -1.91072 -0.07851 -1.04026
```

=====

6.
H14O7 | ωB97M-V with the def2-TZVPD basis set

Values from the calculation:
HOMO-LUMO gap: 0.401 Ha
ΔE to the lowest compared entry with this formula, charge and spin: 279.9 kJ/mol
SMILES: O.O.O.O.O.O.O
DFT total energy: -535.01724 Eh
LUMO level: -0.27 eV
Spin multiplicity: 1

```
21
H14O7 (ωB97M-V with the def2-TZVPD basis set)
O 0.00066 -0.32719 0.45947
H 0.42261 0.45678 0.09455
H 0.71735 -0.98305 0.17279
O -3.02761 3.06698 -0.73651
H -2.78501 2.22813 -0.97304
H -2.34198 3.72989 -0.98665
O -2.30418 -2.23196 -1.72257
H -3.02770 -1.53538 -1.60555
H -1.74872 -1.88994 -1.02805
O 3.13516 0.39022 1.32878
H 3.26423 1.20915 1.91358
H 3.89465 0.47867 0.73958
O 0.34599 2.45403 0.66103
H -0.17108 2.73447 -0.11983
H 1.12954 2.12341 0.26980
O 3.07586 -1.53510 -1.92878
H 3.49376 -0.68737 -1.85288
H 2.11255 -1.52030 -1.68881
O -2.33972 -2.63798 2.06731
H -2.44008 -3.09965 2.90968
H -1.40630 -2.42383 2.02613
```

=====

Question: Which of these has the highest spin multiplicity?
Answer: C17H28MnNO2P2Se